Entry 1:
Computed, not measured: C8H11ClN2O2SSn as an isolated structure, with ωB97M-V/def2-TZVPD.

CARTESIAN COORDINATES (ANGSTROEM)
Sn  -0.52908  1.92410  0.41450
C  -0.37210  -3.53878  0.01721
C  0.38760  -1.81686  1.52673
O  1.09065  -0.62032  -2.24502
H  -2.53907  3.08722  -0.79560
H  -2.58652  -1.16950  0.37170
Cl  -1.81639  5.02102  0.36521
H  -0.23712  -4.47488  -0.50464
C  -1.58074  3.53973  -0.54122
O  -0.34347  0.57290  -1.02212
H  2.09262  1.69655  1.09860
N  -1.71314  -1.66953  0.50023
N  1.64653  2.00245  0.23431
H  -1.01021  3.71721  -1.45180
H  -2.36189  -3.15413  -0.77507
H  1.51334  -3.57819  1.03214
C  0.88548  0.25676  -1.47025
C  0.59434  -3.03015  0.86845
H  1.12053  -1.42727  2.21911
C  2.04183  1.10658  -0.91408
C  -0.78242  -1.12460  1.31618
H  2.84151  0.44437  -0.59180
C  -1.54411  -2.83047  -0.14661
H  2.42798  1.72082  -1.72613
H  1.98515  2.95263  0.08048
S  -1.21130  0.39235  2.13950

Force components x, y, z for each atom (eV/Å):
-0.6 -0.2 -0.3
0.0 0.0 0.0
0.0 0.0 0.0
0.1 0.0 0.1
0.0 0.0 0.0
0.0 0.0 0.0
0.1 -0.2 0.0
0.0 0.0 0.0
-0.1 0.2 0.2
0.2 0.1 -0.1
0.0 0.0 0.0
0.0 0.0 0.0
0.2 0.1 0.1
0.0 0.0 0.0
0.0 0.0 0.0
0.0 0.0 0.0
-0.1 0.0 0.1
0.0 0.0 0.0
0.0 0.0 0.0
0.0 0.0 0.0
-0.1 0.0 0.0
0.0 0.0 0.0
0.0 0.0 0.0
0.0 0.0 0.0
0.0 0.0 0.0
0.1 0.1 0.1

Computed properties:
**Molecular weight**: 353.4 Da
**Largest force on an atom**: 0.68 eV/Å
**Charge**: +2
**HOMO level**: -17.0 eV
**2S+1**: 1
**Energy above the lowest of the compared OMol25 structures with the same formula, charge and spin**: 0.000 eV
**Gap between HOMO and LUMO**: 0.3109 Ha

natural (NBO) atomic charge list, values in e, 6 entries: 1.81 -0.20 -0.23 -0.49 0.27 0.46

***

Entry 2:
Computed, not measured: one molecule with the formula CH6N3OP at a distorted geometry, with ωB97M-V/def2-TZVPD.

CARTESIAN COORDINATES (ANGSTROEM)
P  0.59901  0.12866  -0.12168
O  1.74680  -0.33536  -0.91471
H  -0.51467  1.28206  -1.87575
H  2.11605  0.95827  1.32981
N  1.17038  0.80249  1.32980
H  -1.22129  -0.85150  -1.93186
H  -2.06230  -2.24994  -1.03393
N  -0.25431  1.35191  -0.82383
H  -1.08280  1.80455  -0.44161
N  -0.64730  -1.20351  0.03104
C  -1.36994  -1.44397  -0.95825
H  0.70603  0.54416  2.14794

Force components x, y, z for each atom (eV/Å):
0.0 -0.8 -0.3
-0.3 0.0 -0.2
1.2 -0.3 2.4
2.5 0.1 0.2
-3.9 -1.1 -2.3
-0.5 -0.7 1.0
-0.6 -0.7 0.4
-1.6 1.1 -3.2
0.6 -0.3 0.7
1.4 1.1 1.9
1.4 1.7 -2.2
-0.3 -0.3 1.6

Computed properties:
**Molecular weight**: 107.1 Da
**Largest force on an atom**: 4.66 eV/Å
**Charge**: 0
**HOMO level**: -9.6 eV
**2S+1**: 1
**Energy above the lowest of the compared OMol25 structures with the same formula, charge and spin**: 0.482 eV
**Gap between HOMO and LUMO**: 0.3832 Ha
**SMILES**: C=NP(N)(N)=O

natural (NBO) atomic charge list, values in e, 6 entries: 2.28 -1.09 0.41 0.41 -1.17 0.12

***

Entry 3:
Computed, not measured: C22H28N4O2ReS as an isolated structure, with ωB97M-V/def2-TZVPD.

CARTESIAN COORDINATES (ANGSTROEM)
H  -0.35483  -1.82334  1.74238
H  0.27437  -0.14922  3.04204
N  0.08526  1.59365  -1.41681
H  -2.85100  -3.71391  -3.11184
H  1.40305  -0.26643  -3.16073
H  3.94347  1.67297  0.03791
H  0.66078  -3.34751  0.54776
C  -0.21165  2.79628  -1.02435
C  -2.38993  -1.73472  -0.37604
H  -1.32275  -1.87363  -3.57558
C  -1.31641  2.83176  2.55541
C  2.57548  -2.43325  0.28836
C  -4.24566  -3.22527  -0.07017
C  -0.78274  2.33651  1.36181
C  -2.17554  -2.28714  -1.64578
C  3.36286  -0.04833  -1.13268
H  0.80237  2.07531  -3.37346
Re  0.18095  -0.09525  -0.18338
S  2.07355  -1.32529  -1.06549
H  1.41411  -1.42705  3.45437
C  -4.02599  -3.79876  -1.32932
C  -0.99428  4.57915  0.41808
C  0.07736  1.41721  -2.89122
H  3.39626  -1.99178  0.84881
O  -0.41722  1.05874  1.33079
H  1.98796  1.76621  1.04972
C  -1.50315  5.05028  1.59818
H  -0.91818  1.68450  -3.24937
H  -4.66580  -4.59432  -1.68274
C  1.34373  -2.72756  1.13067
N  0.57855  -1.50290  1.49011
H  -5.05993  -3.58785  0.54361
H  -2.07603  4.51959  3.60252
H  3.18069  -0.46584  2.30100
H  2.43388  0.91356  3.04893
H  4.29723  -0.48165  -1.48821
C  -0.62528  3.22130  0.27195
H  -3.63472  -1.74246  1.36567
H  -0.88623  5.23996  -0.43366
C  2.28550  0.14721  2.28793
H  -0.22736  3.56890  -1.79354
C  3.51788  0.68213  0.19599
H  -1.45631  2.14961  3.38329
N  -0.35166  -0.80470  -2.13757
H  2.94319  -3.35113  -0.16700
H  3.00033  0.62667  -1.90801
H  -1.78971  6.08669  1.70054
C  -1.66716  4.16002  2.66727
C  -3.01452  -3.31611  -2.11750
C  -1.23926  -1.66504  -2.51006
H  4.22877  0.14530  0.81639
O  -1.64010  -0.75099  0.11545
C  1.09882  -0.74093  2.66550
C  -3.45313  -2.20140  0.40328
N  2.21861  0.78552  0.92147
H  -0.02080  -0.31402  -4.18166
C  0.34058  -0.03720  -3.19203
H  1.61173  -3.28410  2.03103

Force components x, y, z for each atom (eV/Å):
0.0 0.1 0.0
0.0 0.0 0.0
-0.2 -0.1 -0.1
0.0 0.0 0.0
0.1 0.0 -0.1
-0.1 0.0 -0.1
0.0 0.0 0.0
-0.2 0.1 0.2
0.0 -0.1 0.2
0.0 0.0 0.0
0.0 0.0 0.0
0.0 0.1 0.1
0.0 0.0 0.0
0.2 0.0 0.0
0.0 -0.1 0.0
-0.1 0.1 0.1
0.0 0.0 0.0
0.7 0.2 0.1
0.1 0.1 0.1
0.0 0.0 0.0
0.0 0.0 0.0
0.0 0.0 0.0
0.0 0.1 0.0
-0.1 0.0 0.0
-0.3 0.0 -0.1
-0.1 -0.1 -0.1
0.0 0.0 0.0
0.0 0.0 0.0
0.0 0.0 0.0
-0.1 0.1 -0.1
0.0 0.1 0.1
0.0 0.0 0.0
0.0 0.0 0.0
0.1 0.0 0.0
-0.1 0.0 0.0
0.0 0.0 0.1
0.2 -0.1 -0.1
0.0 0.0 0.0
0.0 0.0 0.0
0.0 -0.1 -0.1
0.0 0.0 0.0
-0.1 -0.1 0.0
0.0 0.0 0.0
0.1 0.3 -0.2
0.0 0.0 0.0
0.0 0.0 0.0
0.0 0.0 0.0
0.0 0.0 0.0
0.0 0.0 0.0
0.0 0.1 0.0
0.1 0.0 0.1
-0.2 0.0 0.0
0.1 0.1 -0.1
0.1 0.0 0.0
-0.5 -0.5 -0.2
0.0 0.0 0.0
-0.1 -0.2 0.2
0.1 0.0 0.0

Computed properties:
**Molecular weight**: 598.8 Da
**Expectation value of S²**: 0.758
**Largest force on an atom**: 0.75 eV/Å
**Charge**: +2
**HOMO level (spin up / spin down)**: -13.5 / -13.9 eV
**2S+1**: 2
**Energy above the lowest of the compared OMol25 structures with the same formula, charge and spin**: 0.650 eV
**Gap between HOMO and LUMO (spin up / spin down)**: 0.2768 / 0.2556 Ha

natural (NBO) atomic charge list, values in e, 6 entries: 0.43 0.25 -0.52 0.23 0.20 0.25

***

Entry 4:
Computed, not measured: C22H14CdCl2O2S as an isolated structure, with ωB97M-V/def2-TZVPD.

CARTESIAN COORDINATES (ANGSTROEM)
C  -1.66887  -1.01979  -0.59940
C  3.41320  1.38113  0.06470
H  -2.24167  -3.54777  1.83644
O  3.34411  -0.98962  0.38738
H  -4.47483  0.42847  -0.40099
C  -0.55807  -2.09854  4.40269
O  1.14451  0.79428  -0.45420
C  -5.17553  1.17034  -3.63658
H  0.91329  -0.55071  4.16195
Cl  6.55049  3.91274  -0.07041
C  0.10052  -1.16401  2.28157
C  6.18894  1.20696  0.04979
C  -5.38650  0.92450  -2.28598
Cl  6.23769  -1.47792  0.17582
C  5.56363  2.46277  0.01504
C  -1.55121  -2.89174  2.35039
C  4.20148  2.54282  0.03031
H  -1.81197  0.73907  -3.71530
S  -2.33743  -2.64157  -0.77170
C  -1.87016  0.20323  -1.07164
C  -2.81685  0.80159  -3.31357
H  7.26803  1.13761  0.01096
C  -3.88493  1.10905  -4.14774
H  -2.05479  -3.63054  4.29941
C  -4.31417  0.61989  -1.45468
C  -0.85710  -1.94398  0.11020
Cd  1.34761  -1.75688  -0.75835
C  -0.78667  -2.00290  1.59555
C  5.43838  0.06928  0.13358
H  0.71096  -0.46931  1.72039
H  1.64577  2.60817  0.20152
C  -1.44039  -2.93589  3.73704
C  -3.01514  0.54799  -1.95577
C  3.99175  0.07069  0.19808
C  0.21092  -1.20778  3.66164
H  -6.38923  0.97062  -1.87739
C  1.98466  1.58796  -0.06931
H  -1.14973  0.97170  -0.81663
H  3.71379  3.51186  -0.01728
H  -3.70941  1.29870  -5.20067
H  -6.01120  1.39848  -4.28785
H  -0.46388  -2.14093  5.48101

Force components x, y, z for each atom (eV/Å):
-0.3 0.1 -0.1
-0.1 0.0 0.1
0.0 0.0 0.0
-0.3 -0.1 -0.1
0.0 0.0 0.0
0.0 0.0 0.0
-0.1 -0.3 0.1
0.0 0.0 0.0
0.0 0.0 0.0
-0.1 -0.1 0.0
-0.1 0.1 0.0
0.0 0.0 0.0
0.1 0.0 0.0
-0.1 0.1 0.0
0.1 0.0 0.0
0.0 0.0 0.1
0.0 0.1 0.0
0.0 0.0 0.0
0.0 0.0 0.0
-0.2 0.0 0.0
0.0 0.1 0.0
0.0 0.0 0.0
0.0 0.0 0.1
0.0 0.0 0.0
-0.1 0.0 -0.1
0.8 0.2 0.3
-0.1 -0.2 -0.2
-0.3 0.1 -0.1
-0.1 -0.1 0.1
0.1 0.0 0.0
0.1 0.1 -0.1
0.0 0.0 -0.1
0.1 -0.1 0.0
0.2 0.1 -0.1
0.0 0.0 0.0
0.0 0.0 0.0
0.2 0.2 0.1
0.0 0.0 0.0
0.0 -0.1 0.0
0.0 0.0 0.0
0.0 0.0 0.0
0.0 0.0 0.0

Computed properties:
**Molecular weight**: 525.7 Da
**Expectation value of S²**: 0.756
**Largest force on an atom**: 0.90 eV/Å
**Charge**: -1
**HOMO level (spin up / spin down)**: -3.0 / -4.8 eV
**2S+1**: 2
**Energy above the lowest of the compared OMol25 structures with the same formula, charge and spin**: 0.000 eV
**Gap between HOMO and LUMO (spin up / spin down)**: 0.2092 / 0.2653 Ha

natural (NBO) atomic charge list, values in e, 6 entries: -0.08 -0.26 0.22 -0.76 0.21 -0.26

***

Question: Among the records above, which one has the lowest largest force on an atom?
Answer: C8H11ClN2O2SSn